Record 1
One molecule with the formula C7H10, computed with the ωB97M-V functional and the def2-TZVPD basis.

Values from the calculation:
structure (SMILES): C=CC(=C)/C=C/C
orbital gap: 9.05 eV
largest force on an atom: 3.63 eV/Å
ΔE to the lowest compared entry with this formula, charge and spin: 3.2524 eV
HOMO level: -0.3136 Ha
lowest unoccupied orbital energy: 0.51 eV
E: -7417.782 eV

Last column: natural (NBO) charge in e.
Element x y z (Å)
C 1.4055 2.7753 -0.5967  -0.39
C 0.2767 1.9352 -0.6015  -0.20
C 0.3347 0.4780 -0.6778  -0.08
C 1.1770 -0.2253 -1.4131  -0.37
C -0.5180 -0.1353 0.4106  -0.23
C -0.4881 -1.3967 0.8617  -0.13
C -1.6556 -2.2749 1.2159  -0.64
H 1.3467 3.7826 -0.1515  0.20
H 2.4808 2.5880 -0.7944  0.20
H -0.7662 2.3192 -0.5018  0.21
H 1.9716 0.4019 -1.9320  0.20
H 1.3535 -1.2582 -1.2787  0.20
H -1.5316 0.3579 0.5533  0.18
H 0.5042 -1.8385 1.0949  0.19
H -2.5054 -1.7383 1.3405  0.21
H -1.8777 -2.9092 0.3216  0.23
H -1.5082 -2.8618 2.1493  0.22

Forces on the atoms, in the same order (eV/Å):
-2.140 -0.739 0.844
2.534 2.553 -0.498
-0.112 -0.400 2.403
2.007 1.990 -0.588
-2.532 -0.171 -1.601
1.513 -0.256 0.951
2.206 -1.369 -0.125
-0.638 -0.248 -0.828
-1.020 -0.956 0.147
1.165 0.137 0.411
-1.242 -1.163 0.078
-0.122 -0.968 -0.098
1.069 -0.388 -0.511
-0.489 -0.067 -1.023
-2.719 1.946 0.450
0.448 0.032 0.849
0.072 0.065 -0.859


Record 2
An isolated ion of composition C6H13N and charge -1, computed with the ωB97M-V functional and the def2-TZVPD basis.

Values from the calculation:
<S²>: 0.7727
orbital gap (spin up / spin down): 6.64 / 4.73 eV
largest force on an atom: 4.32 eV/Å
ΔE to the lowest compared entry with this formula, charge and spin: 3.2029 eV
HOMO level (spin up / spin down): -0.0869 / -0.0403 Ha
charge: -1
lowest unoccupied orbital energy (spin up / spin down): 4.27 / 3.63 eV
E: -7918.149 eV
spin multiplicity: 2

Last column: Löwdin spin population.
Element x y z (Å)
C 1.3655 -1.8737 -1.5616  0.03
N 1.8055 -0.7709 -0.7810  0.25
C -0.5684 0.0531 -0.6605  0.08
C -1.7880 0.9646 0.3354  0.07
C -1.6012 0.5287 1.7069  0.46
C 0.7688 -0.2323 0.0418  0.02
C 1.2817 1.0182 0.7741  0.01
H 0.5619 -1.6316 -2.2870  0.01
H 1.0465 -2.7859 -0.9932  0.01
H 2.1898 -2.2586 -2.1618  0.00
H -0.4383 0.5473 -1.6207  0.00
H -1.1967 -0.8113 -0.8167  0.00
H -2.7396 1.0669 -0.2771  0.01
H -1.3792 1.9643 0.0785  0.00
H -1.3485 1.4253 2.3551  0.03
H -2.4213 -0.1909 2.0439  0.02
H 0.5085 -0.9011 0.8921  0.01
H 0.3275 1.3783 1.1054  0.00
H 1.8222 1.7069 0.1004  0.00
H 1.8032 0.8026 1.7258  0.00

Forces on the atoms, in the same order (eV/Å):
0.028 -0.399 -0.421
-0.764 0.351 0.396
-2.054 0.805 0.851
2.653 0.685 -3.345
-2.399 0.722 0.950
1.227 0.054 -0.054
-0.508 -0.252 0.026
-0.016 -0.275 0.128
-0.309 0.268 0.173
0.292 0.065 -0.231
0.067 0.331 -0.163
0.353 -0.751 -0.257
0.605 -1.309 0.978
-0.026 -0.145 0.920
-0.283 -1.602 -0.134
1.343 0.946 0.058
-0.387 -0.412 0.180
0.058 1.295 0.335
-0.196 -0.285 0.384
0.315 -0.091 -0.774


Record 3
C17H51AlFNO9PS as an isolated structure, computed with the ωB97M-V functional and the def2-TZVPD basis.

Values from the calculation:
orbital gap: 7.05 eV
largest force on an atom: 0.65 eV/Å
HOMO level: -0.1697 Ha
charge: -1
lowest unoccupied orbital energy: 2.43 eV
E: -67809.950 eV

Last column: Mulliken charge in e.
Element x y z (Å)
C -1.0463 0.9348 -3.1432  -0.80
C 0.3489 0.3614 -2.8884  1.55
F 0.8620 -0.1793 -4.1318  -0.40
Al 0.5613 -1.0134 -1.4616  -0.19
C -0.9142 -2.3441 -1.0940  -0.57
O -1.9475 -1.9678 -0.1151  0.07
N -3.0965 -1.5670 -0.6953  0.07
O -3.9081 -1.2513 0.1135  -0.28
P 0.7388 0.0701 0.7194  0.33
S -0.4448 1.6793 0.9664  -0.45
H -1.5096 0.4458 -4.0047  0.33
H -1.6675 0.7883 -2.2584  0.05
H -1.0296 2.0139 -3.3330  0.19
H 1.0114 1.2020 -2.6587  -0.85
H 1.9223 -1.8615 -1.7046  -0.34
H -0.4658 -3.2335 -0.6367  0.26
H -1.4159 -2.6900 -2.0059  0.37
H 0.4729 -0.9092 1.7025  -0.14
H 2.0622 0.3981 1.0817  -0.13
C 3.2628 5.1613 -2.2297  -1.35
C 2.9735 3.6783 -2.3577  0.64
O 1.7453 3.3891 -2.9965  -0.47
H 2.4557 5.6549 -1.6860  0.32
H 4.2024 5.3202 -1.6983  0.32
H 3.3425 5.6263 -3.2161  0.40
H 2.8851 3.2186 -1.3742  0.03
H 3.7923 3.1818 -2.8864  -0.12
H 1.7408 3.7264 -3.8977  0.27
C -3.6845 3.9883 0.0746  -1.00
C -4.1933 2.7921 -0.7131  -0.27
O -3.2016 1.8063 -0.8869  -0.28
H -2.8118 4.4163 -0.4200  0.23
H -4.4571 4.7558 0.1670  0.37
H -3.3805 3.6836 1.0784  0.27
H -4.4839 3.0952 -1.7215  0.30
H -5.0847 2.3745 -0.2243  0.24
H -2.8818 1.5153 -0.0212  0.03
C -3.4461 -5.3156 0.0047  -0.83
C -2.4061 -6.1299 -0.7397  -0.42
O -1.2380 -6.3519 0.0441  -0.50
H -3.0192 -4.3593 0.3089  0.15
H -4.3214 -5.1250 -0.6188  0.36
H -3.7778 -5.8433 0.9036  0.39
H -2.0643 -5.5948 -1.6254  0.26
H -2.8199 -7.0913 -1.0674  0.33
H -1.4984 -6.8210 0.8433  0.29
C -0.8326 -2.2694 5.0063  -0.85
C -1.4888 -0.9258 5.2718  -0.01
O -0.8095 0.1475 4.6334  -0.47
H 0.1881 -2.2548 5.3946  0.33
H -1.3860 -3.0719 5.4948  0.26
H -0.8077 -2.4886 3.9373  0.15
H -1.4836 -0.7062 6.3414  0.31
H -2.5318 -0.9565 4.9393  0.04
H -0.8601 -0.0556 3.6908  0.20
C 5.8413 2.9450 1.8920  -1.28
C 4.8657 2.6893 0.7616  -0.07
O 5.4384 2.9366 -0.5211  -0.44
H 6.2067 3.9721 1.8558  0.31
H 5.3606 2.7777 2.8568  0.37
H 6.7009 2.2732 1.8231  0.35
H 4.0114 3.3631 0.8252  0.35
H 4.4801 1.6661 0.8135  0.20
H 6.1961 2.3531 -0.6375  0.26
C 4.6169 -0.0254 -3.2982  -0.66
C 5.8909 0.5444 -3.8934  -0.33
O 5.7964 1.9479 -4.1205  -0.54
H 3.7595 0.1759 -3.9411  0.22
H 4.6967 -1.1043 -3.1571  0.40
H 4.4097 0.4257 -2.3237  0.08
H 6.0952 0.1072 -4.8717  0.32
H 6.7487 0.3195 -3.2462  0.25
H 5.5933 2.3512 -3.2676  0.20
C -5.7063 -1.9574 3.3733  -1.21
C -4.5035 -2.7841 2.9661  0.27
O -3.7128 -3.1875 4.0831  -0.44
H -5.3876 -1.0709 3.9229  0.29
H -6.2658 -1.6376 2.4931  0.33
H -6.3799 -2.5346 4.0136  0.38
H -3.8334 -2.2024 2.3336  -0.07
H -4.8222 -3.6602 2.3896  0.23
H -4.2486 -3.7313 4.6694  0.25

Forces on the atoms, in the same order (eV/Å):
0.232 0.013 0.163
-0.152 0.282 0.055
-0.013 0.083 0.060
0.304 -0.370 -0.211
0.015 -0.231 0.026
-0.117 0.161 -0.017
-0.077 -0.029 0.076
0.188 -0.056 -0.165
-0.438 0.314 -0.369
0.094 -0.149 0.194
-0.002 -0.122 0.157
-0.146 0.058 -0.215
0.045 -0.084 -0.075
0.025 -0.088 -0.086
-0.029 0.026 0.148
-0.029 0.030 -0.055
-0.077 0.087 0.084
0.176 -0.039 0.129
0.084 -0.126 0.119
-0.154 0.017 -0.016
0.083 -0.113 -0.048
-0.306 0.197 -0.069
0.024 0.015 0.010
0.006 -0.016 0.003
0.028 0.002 0.005
0.064 0.007 0.001
-0.011 -0.007 0.047
0.161 -0.011 0.035
0.039 -0.005 -0.023
0.012 -0.002 0.066
-0.307 -0.037 0.029
-0.006 0.010 0.009
-0.002 -0.001 -0.004
-0.007 0.003 0.000
-0.041 0.026 0.027
-0.006 -0.004 -0.025
0.260 0.060 -0.075
0.077 0.042 0.043
0.019 -0.025 0.052
0.017 -0.062 -0.010
-0.033 0.002 0.006
0.007 -0.003 -0.021
-0.018 -0.005 -0.010
-0.003 0.005 0.007
-0.046 0.031 -0.041
0.008 0.066 -0.005
0.123 0.112 0.191
-0.140 -0.039 -0.047
-0.067 -0.375 -0.004
0.026 -0.055 -0.088
-0.018 -0.002 -0.022
-0.010 0.005 0.005
0.017 0.036 -0.012
-0.013 -0.035 0.077
0.148 0.478 -0.139
0.035 0.050 -0.031
-0.095 -0.056 -0.042
0.197 -0.010 -0.121
-0.003 -0.005 0.011
-0.008 -0.004 -0.002
-0.008 -0.008 0.011
-0.005 -0.022 0.043
-0.024 0.009 -0.012
-0.032 0.001 0.089
0.002 0.050 -0.042
-0.150 -0.053 -0.023
0.149 0.025 0.201
-0.005 -0.033 0.006
-0.022 0.006 0.016
0.010 -0.021 0.013
-0.004 -0.031 0.020
0.027 0.009 -0.028
-0.048 0.078 -0.086
0.029 0.018 0.055
0.093 0.016 -0.057
-0.041 -0.103 0.100
-0.011 0.005 -0.010
0.018 0.003 -0.014
-0.011 0.000 -0.005
-0.077 -0.042 0.016
0.019 -0.001 -0.013
-0.050 0.041 -0.068


Record 4
One molecule with the formula C3H6O2S, computed with the ωB97M-V functional and the def2-TZVPD basis.

Values from the calculation:
orbital gap (spin up / spin down): 7.90 / 6.96 eV
largest force on an atom: 5.02 eV/Å
ΔE to the lowest compared entry with this formula, charge and spin: 5.0244 eV
HOMO level (spin up / spin down): -0.2882 / -0.2706 Ha
lowest unoccupied orbital energy (spin up / spin down): 0.05 / -0.41 eV
E: -18133.923 eV

Last column: natural (NBO) charge in e.
Element x y z (Å)
C 2.1114 0.8046 -0.2988  -0.74
C -1.0807 0.5982 -0.2483  0.16
C -1.0117 -0.8863 0.1988  -0.15
O -2.0693 0.9783 -0.9927  -0.66
O 0.0377 -1.2378 1.0558  -0.68
S 0.5240 1.3367 -0.7086  0.30
H 2.6175 1.3717 0.4976  0.21
H 2.1361 -0.2620 -0.0352  0.20
H -0.7991 -1.4624 -0.7086  0.21
H -1.9506 -0.9854 0.7882  0.18
H -1.9854 1.7652 -1.4846  0.51
H -0.2725 -0.8410 1.8369  0.46

Forces on the atoms, in the same order (eV/Å):
-1.581 -1.116 1.089
4.930 -0.748 0.608
-1.104 1.088 -0.440
-2.378 -2.260 0.057
0.255 0.180 -1.099
0.033 1.005 0.293
-0.142 0.350 -0.749
0.161 0.293 -0.402
-1.104 -0.254 0.116
-0.025 -0.890 -1.112
0.653 1.776 -0.592
0.302 0.576 2.231


Record 5
A 2-piece molecular cluster, C6H11N overall, computed with the ωB97M-V functional and the def2-TZVPD basis.

Values from the calculation:
orbital gap: 9.54 eV
largest force on an atom: 5.04 eV/Å
ΔE to the lowest compared entry with this formula, charge and spin: 5.9024 eV
HOMO level: -0.3132 Ha
lowest unoccupied orbital energy: 1.02 eV
E: -7884.629 eV

Last column: natural (NBO) charge in e.
Element x y z (Å)
C 1.6541 0.6253 -0.0193  -0.14
C 0.0138 0.7726 -0.0101  0.30
C 3.4898 -0.4237 0.2863  -0.59
C -1.3139 -1.2770 -0.6447  -0.61
C -2.3537 0.7222 0.6900  -0.59
C -1.3640 0.2925 -0.3806  -0.28
N 0.7094 1.4146 0.7900  -0.41
H 2.0674 1.2854 -0.6941  0.13
H 4.1440 0.4830 0.4112  0.23
H 3.3512 -0.8996 -0.6943  0.21
H 3.1746 -1.1801 1.1335  0.23
H -1.0800 -1.5053 -1.6694  0.22
H -2.2805 -1.7869 -0.5731  0.21
H -0.7018 -1.8690 0.0665  0.22
H -2.5060 1.7627 0.5882  0.21
H -2.0690 0.3947 1.6313  0.22
H -3.2915 0.3667 0.3961  0.21
H -1.6438 0.8219 -1.3073  0.23

Forces on the atoms, in the same order (eV/Å):
-1.018 -1.095 -0.025
3.257 -2.406 -0.903
-4.897 0.288 1.153
-0.559 0.198 0.604
0.468 0.108 -2.091
0.687 -0.797 -0.041
-0.324 0.855 2.126
0.993 1.018 -1.737
-0.663 -1.492 0.059
0.737 0.364 0.405
1.419 1.885 -1.530
0.886 0.101 -0.344
-0.397 0.715 0.348
0.125 0.763 -0.508
0.319 1.416 0.596
0.358 -0.374 1.883
-1.590 -1.113 -0.103
0.199 -0.435 0.108


Record 6
C7H13BO2 as an isolated structure, computed with the ωB97M-V functional and the def2-TZVPD basis.

Values from the calculation:
<S²>: 2.0090
orbital gap (spin up / spin down): 4.77 / 7.00 eV
largest force on an atom: 11.04 eV/Å
HOMO level (spin up / spin down): -0.1589 / -0.3196 Ha
lowest unoccupied orbital energy (spin up / spin down): 0.45 / -1.69 eV
E: -12235.717 eV
spin multiplicity: 3

Last column: Löwdin spin population.
Element x y z (Å)
B -2.2158 -0.6414 0.0407  0.04
C -0.7218 1.5837 -0.0959  0.79
C -0.3408 0.3230 -0.0401  0.74
C -2.2366 1.7726 0.0642  0.10
C 0.8855 -1.6238 -0.6399  0.02
C 1.4924 -0.4061 1.5425  0.06
C 1.9398 0.6094 -0.7994  0.02
C 1.0368 -0.2696 0.0333  0.08
O -2.8838 0.5216 -0.1262  0.02
O -2.4654 -1.9175 0.0394  0.01
H -0.0588 2.5217 -0.2539  0.04
H -2.3035 2.2809 1.0037  0.03
H -2.7607 2.3899 -0.5964  0.02
H 0.1091 -2.2440 -0.1725  0.00
H 0.8350 -1.5998 -1.7423  0.00
H 1.6941 -2.2888 -0.5542  0.00
H 2.3366 -1.1507 1.4048  0.01
H 0.5818 -0.8493 1.9600  0.01
H 1.6687 0.6365 1.7827  0.00
H 2.7211 0.0802 -1.3902  0.00
H 2.6147 1.3543 -0.3366  0.00
H 1.3626 1.0975 -1.4879  0.01
H -3.2910 -2.1804 0.3642  0.00

Forces on the atoms, in the same order (eV/Å):
5.348 4.721 -0.832
-2.409 10.645 -1.039
-0.180 -11.006 0.841
2.307 -0.932 -0.390
-0.383 -0.868 -0.343
-0.360 -1.165 -2.958
3.370 -0.683 0.505
-1.155 0.045 0.100
-1.520 -0.721 1.149
1.092 -1.033 -0.362
-1.288 -1.706 0.119
-0.996 -0.406 1.516
-0.189 1.379 -1.401
-0.398 0.561 -0.457
-0.841 0.456 0.430
2.024 -0.548 0.678
-0.555 1.234 1.209
0.659 0.084 0.789
0.504 -0.319 0.995
-0.706 -0.367 0.280
-0.869 -0.086 0.601
-1.353 1.467 -2.009
-2.103 -0.754 0.581